No. 1
Density functional theory data (the ωB97M-V functional and the def2-TZVPD basis) for C20H29NO8S2Sn as an isolated structure in a non-equilibrium geometry.

charge	+2

Each line ends with the Mulliken charge.
CARTESIAN COORDINATES (ANGSTROEM)
C1 6.1947 4.1614 1.5625  -0.980
C2 6.2369 2.9134 0.4938  -0.181
O1 4.9796 2.0948 0.4879  -0.314
C3 5.0691 1.3421 -0.7736  -0.559
C4 4.3308 -0.1378 -0.7355  -0.063
C5 2.9322 -0.3938 -1.2675  0.373
S1 1.8650 1.0160 -1.9923  -0.207
C6 0.1443 0.3376 -2.2876  -0.074
C7 -0.8801 1.4113 -3.0489  0.426
O2 -0.4730 2.5721 -3.5992  -0.508
O3 -2.3085 0.9555 -3.1180  -0.317
C8 -2.9563 1.6996 -2.0269  -0.108
C9 -4.3420 1.0163 -1.4554  0.025
C10 -4.0439 -0.3797 -0.6205  -0.922
O4 -4.9194 2.0217 -0.5022  -0.225
C11 -6.3841 2.0773 -0.6272  0.547
O5 -6.9953 2.5134 -1.7525  -0.384
C12 -7.2433 1.5285 0.6982  -0.405
S2 -8.4840 2.8496 1.1725  -0.173
C13 2.3848 -1.9402 -1.1844  0.130
O6 1.6381 -2.5700 -2.0949  -0.559
C14 2.8345 -2.8598 0.1382  0.662
C15 1.7558 -3.9394 0.7375  -0.736
C16 0.2064 -3.3403 0.8605  -0.259
C17 -0.0298 -2.5761 2.2957  -0.540
C18 -1.4324 -1.7350 2.4088  -0.419
N1 -2.5823 -2.2924 1.5987  -0.431
C19 4.2211 -2.6218 0.6396  -0.082
O7 4.6840 -3.4412 1.7785  -0.487
C20 5.1520 -1.4549 -0.1125  0.198
O8 6.4877 -1.6117 -0.2231  -0.536
H1 7.2974 4.5116 1.7998  0.307
H2 5.6361 5.1070 1.1321  0.252
H3 5.6914 3.8577 2.5758  0.275
H4 6.4583 3.3259 -0.5896  0.296
H5 7.1084 2.1677 0.8209  0.272
H6 4.6544 1.9850 -1.6818  0.339
H7 6.2295 1.1275 -0.9467  0.383
H8 0.1153 -0.6382 -2.9673  0.425
H9 -0.3070 0.0285 -1.2379  0.109
H10 -3.1691 2.7893 -2.4433  -0.155
H11 -2.1710 1.8159 -1.1387  0.344
H12 -5.0713 0.8603 -2.3713  0.385
H13 -3.6226 -1.2518 -1.2781  0.352
H14 -3.2468 -0.1222 0.2008  0.157
H15 -5.0490 -0.7679 -0.1236  0.283
H16 -7.7403 0.4985 0.4103  0.389
H17 -6.4563 1.2818 1.5581  0.369
H18 -8.0434 3.3250 2.4223  0.250
H19 2.0377 -4.2860 1.8441  0.291
H20 1.7330 -4.9326 0.0905  0.362
H21 -0.0552 -2.5666 0.0151  0.115
H22 -0.6089 -4.2062 0.7633  0.277
H23 0.8458 -1.8055 2.5384  0.217
H24 -0.0196 -3.4140 3.1332  0.272
H25 -1.2989 -0.6106 2.1022  0.193
H26 -1.7737 -1.7332 3.5511  0.293
H27 -3.5205 -2.0295 2.0141  0.233
H28 -2.5309 -3.3272 1.4739  0.200
H29 5.1181 -4.2501 1.3303  0.366
Sn1 -6.2840 4.0439 -2.4479  1.259

=====

No. 2
Density functional theory data (the ωB97M-V functional and the def2-TZVPD basis) for one molecule with the formula C3H2OS3 in a non-equilibrium geometry.

ΔE to the lowest compared entry with this formula, charge and spin	39.87	kcal per mole
SMILES	O=C(C=S)C(=S)S

Each line ends with the Mulliken charge.
CARTESIAN COORDINATES (ANGSTROEM)
C1 0.4430 -0.9819 0.1229  0.203
C2 0.1060 0.4550 -0.1476  0.806
C3 -1.1823 0.9678 0.5130  -0.473
H1 2.0542 -0.5051 -1.3997  0.204
H2 -1.2612 0.5623 1.5900  0.268
O1 0.7838 1.1001 -0.8988  -0.490
S1 1.8844 -1.6318 -0.6427  -0.163
S2 -0.5255 -1.8923 1.0582  -0.220
S3 -2.3024 1.9259 -0.1953  -0.135

=====

No. 3
Density functional theory data (the ωB97M-V functional and the def2-TZVPD basis) for a 2-piece molecular cluster, C2H5ClN2 overall in a non-equilibrium geometry.

ΔE to the lowest compared entry with this formula, charge and spin	49.99	kcal per mole
SMILES	NCCl.C#N

Each line ends with the Mulliken charge.
CARTESIAN COORDINATES (ANGSTROEM)
C1 -1.2518 -0.3753 0.8813  -0.142
C2 2.4646 -0.0828 -1.1182  0.030
N1 -1.1006 0.0978 -0.3987  -0.638
N2 3.1132 0.1654 -0.2125  -0.315
Cl1 -0.0846 0.5233 1.6717  -0.199
H1 -2.2045 -0.0680 1.3448  0.232
H2 -1.2950 -1.5226 0.8258  0.269
H3 1.8294 0.0540 -1.8623  0.296
H4 -1.2499 1.1346 -0.3563  0.248
H5 -0.2209 0.0736 -0.7756  0.219

=====

No. 4
Density functional theory data (the ωB97M-V functional and the def2-TZVPD basis) for a 2-piece molecular cluster, C5H13NO overall in a non-equilibrium geometry.

ΔE to the lowest compared entry with this formula, charge and spin	37.60	kcal per mole
SMILES	C/C=C(\C)NC.O

Each line ends with the Mulliken charge.
CARTESIAN COORDINATES (ANGSTROEM)
C1 -0.5993 2.3878 -0.4267  -0.880
N1 -0.6129 0.9954 -0.8968  -0.280
C2 0.2084 0.1418 -0.1323  0.075
C3 1.1349 -0.6508 -0.6556  -0.082
C4 2.1501 -1.5336 0.0481  -1.062
C5 -0.1580 0.0347 1.3608  -1.522
H1 -0.7269 2.4601 0.6577  0.291
H2 0.3326 2.8963 -0.6595  0.258
H3 -1.4367 2.8757 -0.9182  0.352
H4 -1.5364 0.6643 -1.0758  0.363
H5 1.4220 -0.4939 -1.6932  0.387
H6 2.0348 -1.4050 1.1199  0.295
H7 2.0390 -2.5866 -0.2022  0.288
H8 3.1485 -1.1867 -0.2107  0.312
H9 0.2091 -0.8876 1.8107  0.452
H10 -1.2260 0.0209 1.6006  0.366
H11 0.2259 0.8563 1.9660  0.409
H12 -1.6795 -1.6580 -0.0070  0.319
H13 -2.4370 -1.6513 -1.2814  0.321
O1 -2.4924 -1.2797 -0.4045  -0.661

=====

No. 5
Density functional theory data (the ωB97M-V functional and the def2-TZVPD basis) for one molecule with the formula C7H8BrI in a non-equilibrium geometry.

ΔE to the lowest compared entry with this formula, charge and spin	106.48	kcal per mole

Each line ends with the Mulliken charge.
CARTESIAN COORDINATES (ANGSTROEM)
C1 -0.3046 0.1397 1.6835  -0.160
C2 1.0740 0.6109 1.5085  -0.003
C3 -1.1778 -0.3924 0.8353  -0.603
C4 1.8838 0.1944 0.5694  -0.620
C5 -0.8699 -0.4292 -0.6873  0.524
C6 0.3924 -1.2215 -0.8485  -0.769
C7 -0.7459 0.9165 -1.3987  -1.510
Br1 0.5358 -2.9119 -0.2106  -0.047
I1 3.7698 0.4953 -0.0837  0.147
H1 -0.7771 0.1226 2.7184  0.279
H2 1.4286 1.3542 2.2803  0.329
H3 -2.2060 -0.7155 1.0328  0.367
H4 -1.7811 -1.0845 -0.9600  0.373
H5 0.9232 -0.7697 -1.6571  0.521
H6 0.2652 1.1416 -1.3561  0.442
H7 -1.2652 1.6354 -0.9395  0.468
H8 -1.1450 0.9141 -2.4868  0.263

=====

No. 6
Density functional theory data (the ωB97M-V functional and the def2-TZVPD basis) for one molecule with the formula C3H3N3S in a non-equilibrium geometry.

ΔE to the lowest compared entry with this formula, charge and spin	41.73	kcal per mole
SMILES	S=Cn1nccn1

Each line ends with the Mulliken charge.
CARTESIAN COORDINATES (ANGSTROEM)
C1 1.8801 -0.5582 0.0695  0.037
C2 -1.5219 -0.3229 -0.0091  -0.115
C3 -1.2175 1.0760 -0.0134  -0.190
H1 1.8109 -1.6868 0.1505  0.304
H2 -2.4688 -0.9050 -0.1329  0.352
H3 -1.8716 1.9625 -0.0270  0.375
N1 0.5786 -0.0725 0.0319  0.946
N2 -0.4463 -1.0065 -0.0594  -0.732
N3 0.0909 1.1740 0.0344  -0.717
S1 3.1658 0.3396 -0.0445  -0.259

=====

no.,energy (hartree)
1,-2445.55920
2,-1385.25300
3,-648.82424
4,-328.25893
5,-3143.04171
6,-678.51280